i | Formula: C4H8N2
Source: the OMol25 dataset
Level of theory: the ωB97M-V functional and the def2-TZVPD basis

Structure (XYZ):
```
14
Properties=species:S:1:pos:R:3
C 1.78047 0.13455 -0.07123
N 1.34689 -1.19315 0.35685
C 0.67570 -0.58108 -0.76850
C -0.63748 0.10697 -0.54729
C -1.87148 -0.02585 0.26566
N -0.70612 0.40826 0.96082
H 2.76393 0.19299 -0.52359
H 1.50758 0.99494 0.54186
H 0.70394 -1.03995 1.13824
H 0.89411 -0.96274 -1.76380
H -0.87483 0.70624 -1.44791
H -2.41101 -0.92127 0.53744
H -2.49300 0.82803 -0.00641
H -0.67869 1.35205 1.32785
```

Calculated values
SMILES string = C1N[C@H]1[C@H]1CN1
HOMO level = -8.87 eV
charge = 0

ii | Formula: C4H8N2
Source: the OMol25 dataset
Level of theory: the ωB97M-V functional and the def2-TZVPD basis

Structure (XYZ):
```
14
Properties=species:S:1:pos:R:3
C -1.93192 0.62366 0.74602
C 1.47747 -1.12196 -0.08713
C 1.18153 0.25811 0.32809
C -1.35121 0.14971 -0.38397
N 1.91623 1.18236 0.66129
N -1.55871 -0.75942 -1.25328
H 1.52547 2.09272 0.89366
H -1.35386 -0.49184 -2.21131
H -1.46491 1.44853 1.25908
H -2.94115 0.33423 1.00496
H -0.11033 0.69860 -0.40410
H 0.65290 -1.50656 -0.69510
H 2.40524 -1.15773 -0.66029
H 1.55327 -1.75040 0.80209
```

Calculated values
HOMO level (spin up / spin down) = -7.95 / -7.96 eV
charge = 0

iii | Formula: C4H8N2
Source: the OMol25 dataset
Level of theory: the ωB97M-V functional and the def2-TZVPD basis

Structure (XYZ):
```
14
Properties=species:S:1:pos:R:3
C 2.78611 -0.04955 -0.11636
C -1.83530 0.23854 0.18485
N -2.36442 -0.89673 -0.34221
C 0.39351 0.49703 -0.43136
C 0.58637 -0.32968 0.44471
N -2.51402 1.10388 0.79937
H -3.37443 -0.98766 -0.39625
H -1.79682 -1.46759 -0.94131
H -1.97764 1.86338 1.20540
H 0.40703 1.28223 -1.15111
H 0.54513 -1.10121 1.17870
H 2.99037 0.62083 -0.94467
H 3.14700 0.31614 0.83778
H 3.00710 -1.08960 -0.32755
```

Calculated values
HOMO level (spin up / spin down) = -6.86 / -6.95 eV
charge = 0

iv | Formula: C4H8N2
Source: the OMol25 dataset
Level of theory: the ωB97M-V functional and the def2-TZVPD basis

Structure (XYZ):
```
14
Properties=species:S:1:pos:R:3
C -0.27227 1.29403 0.55309
N -0.37341 0.02154 -0.14380
C -1.56390 -0.79050 0.07988
C 0.67120 -0.47194 -0.76371
C 2.09737 -0.16494 -0.45018
N 2.53374 0.73485 0.30039
H -1.07558 1.37222 1.28875
H -0.34156 2.11950 -0.16050
H 0.74717 1.34664 0.98751
H -1.53203 -1.18827 1.10138
H -1.57509 -1.62670 -0.62209
H -2.47021 -0.19476 -0.04490
H 0.48464 -1.41020 -1.29000
H 2.66993 -1.04147 -0.83582
```

Calculated values
HOMO level (spin up / spin down) = -7.80 / -6.57 eV
charge = 0

Which is the most stable structure? i is the most stable.

i | Formula: C4H8N2
Source: the OMol25 dataset
Level of theory: the ωB97M-V functional and the def2-TZVPD basis

Structure (XYZ):
```
14
Properties=species:S:1:pos:R:3
C -0.57856 1.36729 -0.07801
N -0.30211 -0.03972 -0.48451
C -0.79108 -0.99187 0.54670
C 1.11908 -0.32836 -0.88286
C 1.92950 -0.67270 0.21210
N 2.56862 -1.04299 1.12092
H -1.64998 1.50928 0.10101
H -0.24502 2.02509 -0.88205
H -0.00339 1.57616 0.82555
H -0.23258 -0.81616 1.46716
H -0.58088 -2.00142 0.19444
H -1.86038 -0.83721 0.70663
H 1.47892 0.47352 -1.52267
H -0.85213 -0.22090 -1.32441
```

Calculated values
HOMO level = -7.22 eV
charge = 0

ii | Formula: C4H8N2
Source: the OMol25 dataset
Level of theory: the ωB97M-V functional and the def2-TZVPD basis

Structure (XYZ):
```
14
Properties=species:S:1:pos:R:3
C -0.46363 1.26199 0.40970
N -0.49477 0.05853 -0.45691
C -1.11925 -1.02253 0.30208
C 0.84400 -0.43097 -1.01269
C 1.91309 0.17502 -0.22151
N 2.51487 0.83852 0.50965
H -1.23715 1.99747 0.16258
H 0.49922 1.76027 0.33592
H -0.57979 1.00578 1.47800
H -0.45755 -1.35318 1.12020
H -1.34533 -1.86022 -0.36050
H -2.06074 -0.69943 0.76409
H 1.03303 -0.20233 -2.07919
H 0.95399 -1.52892 -0.95142
```

Calculated values
SMILES string = CN(C)CC#N
HOMO level = -9.19 eV
charge = 0

Which is the most stable structure? ii is the most stable.

i | Formula: H42O21
Source: the OMol25 dataset
Level of theory: the ωB97M-V functional and the def2-TZVPD basis

Structure (XYZ):
```
63
Properties=species:S:1:pos:R:3
O -15.07729 10.92425 2.10981
H -14.76646 10.40384 2.85061
H -14.28336 11.14972 1.62498
O -9.07787 15.48047 -1.11052
H -9.01891 15.70862 -0.18278
H -9.43171 16.26542 -1.52868
O -10.87376 8.24384 0.52365
H -11.21637 9.11590 0.71946
H -10.63128 7.88410 1.37690
O -11.05890 14.95223 1.20754
H -11.08861 14.17824 1.76994
H -11.83532 15.45610 1.45149
O -14.81212 10.80189 -2.93406
H -14.56834 11.07984 -2.05114
H -15.05875 11.61159 -3.38104
O -9.70853 12.62607 2.51346
H -9.22724 12.31907 1.74513
H -9.05724 12.64014 3.21479
O -8.82534 16.04347 2.28282
H -9.59081 15.67734 1.83985
H -8.22546 15.30346 2.37643
O -7.03427 11.50932 -4.09734
H -7.59260 12.05619 -4.64998
H -7.04584 11.94081 -3.24298
O -14.91934 13.67901 -4.30907
H -15.08517 14.58176 -4.58065
H -14.40045 13.30554 -5.02147
O -8.62939 14.30453 -5.10571
H -9.17670 13.63087 -4.70216
H -9.23384 15.02137 -5.29809
O -10.81283 9.28574 -3.48285
H -9.92614 9.13798 -3.15395
H -11.34926 8.63769 -3.02623
O -15.05129 13.51541 -1.21513
H -15.87715 13.91898 -0.94810
H -15.00515 13.66538 -2.15939
O -11.76753 10.84285 1.77864
H -12.29490 11.42374 1.23031
H -11.05388 11.39572 2.09691
O -7.34917 12.87689 -1.75489
H -7.92326 13.62418 -1.92290
H -6.55129 13.26356 -1.39416
O -13.51789 11.73790 -0.16346
H -12.77309 11.85973 -0.75222
H -14.04219 12.53130 -0.27236
O -6.86662 13.92958 2.40380
H -6.24726 13.50139 1.81282
H -6.74029 13.48900 3.24413
O -14.14902 15.21330 1.51873
H -13.93610 16.14405 1.58648
H -14.26848 15.06208 0.58112
O -10.34389 12.46657 -3.75226
H -10.68697 11.57386 -3.71223
H -10.61545 12.86533 -2.92553
O -12.99377 17.71904 1.41174
H -12.37395 18.37307 1.08881
H -13.04219 17.87907 2.35423
O -11.23799 13.00553 -1.05746
H -11.42642 13.78563 -0.53576
H -10.31789 12.81276 -0.87724
O -8.50413 11.67347 0.23310
H -8.32449 10.74083 0.35204
H -7.80356 11.98137 -0.34190
```

Calculated values
HOMO level = -10.36 eV
charge = 0

ii | Formula: H42O21
Source: the OMol25 dataset
Level of theory: the ωB97M-V functional and the def2-TZVPD basis

Structure (XYZ):
```
63
Properties=species:S:1:pos:R:3
O 0.54993 -0.02433 -5.06657
H 0.15534 -0.05035 -5.93827
H 1.43896 -0.35480 -5.19561
O 2.63340 2.98265 -2.98307
H 1.72175 2.90904 -2.70077
H 2.96125 2.08341 -2.97256
O -4.67197 0.81198 -0.32198
H -5.08690 1.62492 -0.03352
H -5.04687 0.64489 -1.18671
O 1.89071 -2.85737 -1.03958
H 1.56566 -3.69295 -0.70436
H 1.45413 -2.19682 -0.50170
O -2.07550 -0.12869 -1.20942
H -2.88079 0.02096 -0.71408
H -1.81026 -1.01761 -0.97340
O -0.52216 -2.02642 -3.03559
H 0.41728 -1.99830 -3.21697
H -0.82110 -1.12835 -3.17821
O -0.63245 -0.84860 5.26972
H -1.03858 -0.28711 5.93005
H 0.10126 -0.33312 4.93478
O -2.49292 3.17511 -0.81798
H -2.68383 2.29629 -0.49014
H -3.08402 3.28717 -1.56248
O 3.34385 2.86794 2.49387
H 2.79348 3.23450 3.18594
H 3.70699 2.06818 2.87434
O -1.31875 -0.53005 2.05601
H -0.94868 -0.55671 2.93837
H -1.94353 0.19474 2.07960
O -0.07088 -4.97006 1.02895
H 0.65224 -5.24537 1.59244
H -0.85913 -5.22819 1.50672
O 0.83332 0.58678 3.80218
H 1.68023 0.88060 3.46654
H 0.21292 1.25151 3.50308
O 4.69268 -2.54530 -1.81806
H 4.84101 -2.92921 -2.68227
H 3.77021 -2.72099 -1.63253
O -3.18171 -2.86554 2.45519
H -2.46525 -2.27837 2.21406
H -3.56000 -2.47223 3.24160
O 1.31836 4.18878 1.12461
H 0.96504 3.69461 0.38488
H 2.02515 3.63986 1.46427
O -1.71359 -3.28570 -0.82374
H -1.01183 -3.82267 -0.45573
H -1.36904 -2.98357 -1.66411
O 5.39666 -0.20064 1.42413
H 5.79700 0.62132 1.70759
H 4.81881 -0.44766 2.14614
O 0.34983 -0.54319 -0.08656
H -0.25629 0.04046 -0.54284
H 0.03806 -0.55308 0.81840
O -1.54035 1.19444 -4.17039
H -0.77044 0.69174 -4.43638
H -2.21298 0.53378 -4.00509
O 0.00846 2.40727 -2.12465
H -0.57455 3.00334 -1.65451
H -0.55378 1.98333 -2.77302
O -1.40059 2.46636 2.87914
H -2.03147 2.36161 3.59135
H -1.50379 3.37580 2.59894
```

Calculated values
HOMO level = -10.11 eV
charge = 0

Which is the most stable structure? i is the most stable.

i | Formula: C17H25F3N4O3
Source: the OMol25 dataset
Level of theory: the ωB97M-V functional and the def2-TZVPD basis

Structure (XYZ):
```
52
Properties=species:S:1:pos:R:3
C 3.20597 2.23652 1.09722
C 2.37061 3.13725 1.99774
C 1.04104 3.52534 1.36147
N 0.19470 2.36170 1.13997
C -0.02892 1.89910 -0.11366
O 0.53972 2.34881 -1.10076
C -0.99750 0.72512 -0.33491
C -2.28783 0.78767 0.42456
N -2.44273 1.40123 1.58399
N -3.72312 1.19742 1.91564
C -4.38387 0.46435 0.98926
C -3.49122 0.16907 -0.00707
C -3.69211 -0.61054 -1.26356
N -0.37419 -0.62091 -0.18467
C -0.12775 -0.92614 1.22354
C 0.43067 -2.31811 1.43685
C 1.75792 -2.40787 0.69829
C 2.43386 -3.73801 0.90711
F 1.68230 -4.76613 0.46505
F 3.61491 -3.80981 0.26810
F 2.67995 -3.96814 2.21256
C 1.50059 -2.15184 -0.78182
C 0.81923 -0.79656 -1.03072
C 0.55159 -0.80621 -2.54282
O 1.33915 -1.28207 -3.31770
O -0.63939 -0.33523 -2.94782
C -0.84905 -0.39710 -4.36201
H 4.14524 1.95824 1.57596
H 2.66152 1.31725 0.86279
H 3.43601 2.72819 0.15092
H 2.17541 2.63094 2.94822
H 2.91854 4.05139 2.23860
H 0.51137 4.23583 1.99979
H 1.21018 4.00357 0.39697
H -0.52984 2.17052 1.82155
H -1.24546 0.81836 -1.38214
H -4.08547 1.59573 2.76222
H -5.42565 0.21586 1.10680
H -4.68371 -1.05884 -1.29552
H -3.57931 0.02518 -2.14470
H -2.94335 -1.39959 -1.34790
H 0.56088 -0.21513 1.70806
H -1.08038 -0.82213 1.74181
H 0.54394 -2.49376 2.50710
H -0.25690 -3.07430 1.04883
H 2.44582 -1.65415 1.09767
H 2.41504 -2.17742 -1.36743
H 0.86058 -2.95321 -1.16226
H 1.56415 -0.00332 -0.87075
H -1.83535 0.02605 -4.53051
H -0.09377 0.18288 -4.88810
H -0.81400 -1.42701 -4.71178
```

Calculated values
SMILES string = CCCNC(=O)[C@H](c1n[nH]cc1C)N1CC[C@@H](C(F)(F)F)C[C@H]1C(=O)OC
HOMO level = -8.83 eV
charge = 0

ii | Formula: C17H25F3N4O3
Source: the OMol25 dataset
Level of theory: the ωB97M-V functional and the def2-TZVPD basis

Structure (XYZ):
```
52
Properties=species:S:1:pos:R:3
C -2.50016 3.21561 -1.12830
C -3.29681 2.56513 -0.00205
C -3.45029 1.05614 -0.16623
N -2.17913 0.36973 -0.12382
C -1.53189 -0.13054 -1.19736
O -1.97504 -0.04886 -2.32888
C -0.14130 -0.77490 -0.98273
C -0.16256 -2.23447 -1.32813
N -1.15033 -3.01851 -0.92817
N -0.84301 -4.21900 -1.40913
C 0.32332 -4.22976 -2.10301
C 0.80113 -2.94208 -2.07746
C 2.08302 -2.42589 -2.65110
N 0.55069 -0.52294 0.28460
C 0.08367 -1.38445 1.38140
C 0.59456 -0.96523 2.74426
C 0.31008 0.51277 2.96073
C 0.58757 0.95712 4.38216
F 1.86875 0.73984 4.73353
F 0.33853 2.27203 4.54093
F -0.19147 0.28906 5.25550
C 1.17850 1.25853 1.95383
C 0.84422 0.89244 0.50605
C 2.00137 1.40555 -0.35154
O 2.60343 2.40141 -0.06726
O 2.26455 0.67626 -1.42444
C 3.32002 1.12824 -2.25647
H -2.44899 4.29650 -0.99633
H -1.47690 2.83704 -1.16472
H -2.95617 3.01394 -2.09832
H -2.82528 2.78440 0.96179
H -4.29323 3.01303 0.04108
H -4.10013 0.65094 0.61153
H -3.92992 0.83776 -1.11918
H -1.71896 0.25438 0.76007
H 0.43876 -0.29806 -1.77355
H -1.44395 -5.00492 -1.25017
H 0.71002 -5.13082 -2.54729
H 2.77289 -3.23205 -2.89572
H 1.91265 -1.82749 -3.54871
H 2.58838 -1.77898 -1.93107
H -1.01357 -1.40821 1.43113
H 0.38349 -2.40959 1.17143
H 0.08775 -1.57644 3.49813
H 1.65488 -1.19325 2.87142
H -0.74745 0.71398 2.76275
H 1.07258 2.33720 2.07496
H 2.22883 1.05489 2.16910
H -0.01000 1.50991 0.19499
H 3.40423 0.43586 -3.08896
H 3.11539 2.12744 -2.64078
H 4.26328 1.14931 -1.71047
```

Calculated values
SMILES string = CCCNC(=O)[C@H](c1n[nH]cc1C)N1CC[C@@H](C(F)(F)F)C[C@H]1C(=O)OC
HOMO level = -8.61 eV
charge = 0

Which is the most stable structure? i is the most stable.